Entry from the Open Molecules 2025 dataset: 7 unconnected molecules or ions with the total composition C30H66F10O6Si (ωB97M-V/def2-TZVPD).

Bonds (Å) are listed after each position.
CARTESIAN COORDINATES (ANGSTROEM)
1 F 0.80589 1.40642 0.45166  C2 1.352
2 C 0.83924 1.06078 -0.85477  F1 1.352, F3 1.353, F4 1.352, C5 1.513
3 F 1.66562 -0.00546 -0.95521  C2 1.353
4 F -0.39707 0.61576 -1.17223  C2 1.352
5 C 1.29078 2.21754 -1.71954  C2 1.513, C6 1.541, H18 1.093, H19 1.092
6 C 0.83113 2.07554 -3.18390  C5 1.541, Si7 1.871, H20 1.091, H21 1.098
7 Si 2.05711 2.57568 -4.50612  C6 1.871, C8 1.946, H22 1.476, H23 1.473
8 C 3.05124 4.22069 -4.20433  Si7 1.946, F9 1.380, F10 1.381, C11 1.555
9 F 3.42339 4.71955 -5.43545  C8 1.380
10 F 4.21529 3.90878 -3.52892  C8 1.381
11 C 2.45145 5.42466 -3.42357  C8 1.555, F12 1.349, F13 1.353, C14 1.557
12 F 3.27210 6.48381 -3.57929  C11 1.349
13 F 2.39317 5.11945 -2.10677  C11 1.353
14 C 1.03016 5.87529 -3.87098  C11 1.557, F15 1.337, F16 1.317, F17 1.336
15 F 0.87499 5.71891 -5.18946  C14 1.337
16 F 0.81955 7.13735 -3.56014  C14 1.317
17 F 0.09640 5.13647 -3.26432  C14 1.336
18 H 2.37798 2.27364 -1.62684  C5 1.093
19 H 0.86186 3.11780 -1.27378  C5 1.092
20 H -0.12556 2.57286 -3.35140  C6 1.091
21 H 0.64163 1.01648 -3.40221  C6 1.098
22 H 3.09341 1.53173 -4.62336  Si7 1.476
23 H 1.38108 2.69461 -5.80960  Si7 1.473
24 C 2.91728 2.97938 5.42895  C25 1.519, H29 1.091, H30 1.091, H31 1.090
25 C 1.44650 2.84602 5.78484  C24 1.519, O26 1.416, H32 1.091, H33 1.096
26 O 0.57082 3.18562 4.72469  C25 1.416, C27 1.418
27 C 0.69240 2.39907 3.55171  O26 1.418, C28 1.519, H34 1.096, H35 1.090
28 C 0.39126 0.92653 3.77160  C27 1.519, H36 1.091, H37 1.089, H38 1.092
29 H 3.12403 3.96957 5.02065  C24 1.091
30 H 3.53359 2.83430 6.31743  C24 1.091
31 H 3.23076 2.24286 4.68843  C24 1.090
32 H 1.19469 3.53725 6.58991  C25 1.091
33 H 1.23308 1.83577 6.15380  C25 1.096
34 H 1.68353 2.52588 3.10227  C27 1.096
35 H -0.02965 2.82087 2.85213  C27 1.090
36 H 1.14514 0.44453 4.39628  C28 1.091
37 H 0.36711 0.40114 2.81750  C28 1.089
38 H -0.57696 0.80928 4.26229  C28 1.092
39 C -3.44791 2.58910 5.30016  C40 1.519, H44 1.091, H45 1.091, H46 1.092
40 C -3.98828 1.78869 6.47235  C39 1.519, O41 1.417, H47 1.090, H48 1.096
41 O -5.31329 1.32030 6.29281  C40 1.417, C42 1.417
42 C -5.51032 0.45561 5.18748  O41 1.417, C43 1.519, H49 1.096, H50 1.090
43 C -4.69096 -0.82226 5.24284  C42 1.519, H51 1.092, H52 1.091, H53 1.092
44 H -4.13282 3.39744 5.03982  C39 1.091
45 H -2.47754 3.01870 5.55327  C39 1.091
46 H -3.30933 1.96749 4.41365  C39 1.092
47 H -4.02966 2.41799 7.36178  C40 1.090
48 H -3.31493 0.95496 6.70409  C40 1.096
49 H -5.32234 0.98568 4.24669  C42 1.096
50 H -6.57321 0.21313 5.20727  C42 1.090
51 H -3.62282 -0.62751 5.13064  C43 1.092
52 H -4.98739 -1.49666 4.43785  C43 1.091
53 H -4.84261 -1.33050 6.19699  C43 1.092
54 C -5.17226 -5.09966 5.47739  C55 1.519, H59 1.091, H60 1.090, H61 1.091
55 C -5.75142 -4.77285 4.11116  C54 1.519, O56 1.416, H62 1.090, H63 1.096
56 O -4.90196 -3.97804 3.30326  C55 1.416, C57 1.416
57 C -3.64647 -4.54714 2.97846  O56 1.416, C58 1.519, H64 1.096, H65 1.090
58 C -3.74159 -5.83557 2.17864  C57 1.519, H66 1.091, H67 1.091, H68 1.091
59 H -4.85415 -4.18683 5.98310  C54 1.091
60 H -5.92564 -5.59387 6.09164  C54 1.090
61 H -4.31201 -5.76721 5.40971  C54 1.091
62 H -6.65929 -4.18072 4.22979  C55 1.090
63 H -6.03602 -5.69139 3.58522  C55 1.096
64 H -3.04778 -4.70209 3.88339  C57 1.096
65 H -3.13790 -3.78460 2.38812  C57 1.090
66 H -4.16013 -6.65381 2.76648  C58 1.091
67 H -2.74815 -6.14125 1.84873  C58 1.091
68 H -4.37168 -5.69214 1.29987  C58 1.091
69 C -1.52253 -2.22686 -5.10950  C70 1.518, H74 1.091, H75 1.091, H76 1.091
70 C -1.32479 -0.75550 -4.79147  C69 1.518, O71 1.420, H77 1.091, H78 1.096
71 O -0.87655 0.01717 -5.89488  C70 1.420, C72 1.417
72 C -1.74461 0.04400 -7.01443  O71 1.417, C73 1.519, H79 1.096, H80 1.090
73 C -3.11016 0.64240 -6.72178  C72 1.519, H81 1.091, H82 1.090, H83 1.091
74 H -0.62805 -2.64848 -5.56930  C69 1.091
75 H -1.73568 -2.78009 -4.19418  C69 1.091
76 H -2.35669 -2.38942 -5.79355  C69 1.091
77 H -0.54755 -0.64769 -4.03399  C70 1.091
78 H -2.24044 -0.32614 -4.36873  C70 1.096
79 H -1.84971 -0.95903 -7.44259  C72 1.096
80 H -1.22719 0.65392 -7.75554  C72 1.090
81 H -3.70015 0.01204 -6.05509  C73 1.091
82 H -3.67134 0.75662 -7.64974  C73 1.090
83 H -3.00479 1.62351 -6.25631  C73 1.091
84 C 7.31338 2.83191 5.71682  C85 1.520, H89 1.091, H90 1.091, H91 1.091
85 C 7.07120 2.42051 4.27408  C84 1.520, O86 1.416, H92 1.090, H93 1.096
86 O 6.04294 3.15285 3.63335  C85 1.416, C87 1.416
87 C 6.25268 4.54924 3.52612  O86 1.416, C88 1.519, H94 1.096, H95 1.090
88 C 7.47953 4.92892 2.71414  C87 1.519, H96 1.091, H97 1.090, H98 1.091
89 H 6.37868 2.81271 6.27915  C84 1.091
90 H 8.01705 2.14385 6.18653  C84 1.091
91 H 7.73340 3.83591 5.79254  C84 1.091
92 H 6.73913 1.38256 4.23927  C85 1.090
93 H 8.00242 2.47705 3.69861  C85 1.096
94 H 6.29374 5.01031 4.51986  C87 1.096
95 H 5.35584 4.92986 3.03652  C87 1.090
96 H 8.40688 4.64909 3.21619  C88 1.091
97 H 7.50171 6.00794 2.55822  C88 1.090
98 H 7.45862 4.43705 1.74082  C88 1.091
99 C 0.63912 -7.32471 -5.87044  C100 1.519, H104 1.091, H105 1.090, H106 1.091
100 C -0.59310 -6.49088 -6.17868  C99 1.519, O101 1.416, H107 1.090, H108 1.096
101 O -0.31013 -5.26289 -6.82497  C100 1.416, C102 1.416
102 C 0.31835 -5.36104 -8.09058  O101 1.416, C103 1.519, H109 1.096, H110 1.090
103 C -0.50364 -6.10137 -9.13221  C102 1.519, H111 1.091, H112 1.090, H113 1.091
104 H 1.37344 -6.73103 -5.32447  C99 1.091
105 H 0.36214 -8.18427 -5.25928  C99 1.090
106 H 1.11534 -7.70379 -6.77580  C99 1.091
107 H -1.08847 -6.20984 -5.24886  C100 1.090
108 H -1.31483 -7.07552 -6.76059  C100 1.096
109 H 1.31135 -5.81462 -7.99390  C102 1.096
110 H 0.47042 -4.32905 -8.40798  C102 1.090
111 H -0.60026 -7.16302 -8.90051  C103 1.091
112 H -0.02534 -6.01949 -10.10873  C103 1.090
113 H -1.50595 -5.67609 -9.19873  C103 1.091

The LUMO energy is 0.0199 Ha. As for the HOMO-LUMO gap: 9.93 eV. Its structure (SMILES) is FC(F)(F)CC[SiH2]C(F)(F)C(F)(F)C(F)(F)F.CCOCC.CCOCC.CCOCC.CCOCC.CCOCC.CCOCC.

---

Entry from the Open Molecules 2025 dataset: 10 unconnected molecules or ions with the total composition C30H67FN2O9S9 at a distorted geometry (ωB97M-V/def2-TZVPD).

Bonds (Å) are listed after each position.
CARTESIAN COORDINATES (ANGSTROEM)
1 C -4.16772 -3.50875 -8.94405  C2 1.671, H16 1.186, H17 1.185, H18 1.185
2 C -3.37923 -2.12464 -9.45033  C1 1.671, C3 1.668, C4 1.659, H19 1.193
3 C -1.87867 -2.65581 -9.94847  C2 1.668, H20 1.193, H21 1.172, H22 1.174
4 C -3.28317 -1.00269 -8.23227  C2 1.659, C5 1.672, H23 1.188, H24 1.193
5 C -2.74293 -1.79784 -6.86439  C4 1.672, C6 1.639, C14 1.650
6 C -1.13763 -2.07459 -6.68082  C5 1.639, C7 1.668, H25 1.194
7 C -0.45154 -2.89431 -5.40047  C6 1.668, N8 1.503, C12 1.626
8 N 1.04520 -3.02781 -5.41781  C7 1.503, C9 1.503
9 C 1.49420 -3.82154 -4.22363  N8 1.503, C10 1.626, H26 1.189
10 C 0.52106 -4.44257 -3.07829  C9 1.626, N11 1.503, H27 1.189
11 N -0.96992 -4.25691 -3.05368  C10 1.503, C12 1.503
12 C -1.44016 -3.47016 -4.24454  C7 1.626, N11 1.503, C13 1.669
13 C -3.07659 -3.17295 -4.38550  C12 1.669, C14 1.665, H28 1.192
14 C -3.74039 -2.35478 -5.67443  C5 1.650, C13 1.665, F15 1.509
15 F -5.22305 -2.10257 -5.79188  C14 1.509
16 H -4.36152 -4.21881 -9.87461  C1 1.186
17 H -5.18587 -3.19984 -8.42219  C1 1.185
18 H -3.51336 -4.14345 -8.18629  C1 1.185
19 H -3.89217 -1.68855 -10.43558  C2 1.193
20 H -1.54204 -3.43929 -9.11397  C3 1.193
21 H -1.06515 -1.81223 -9.94273  C3 1.172
22 H -1.93201 -3.24386 -10.96290  C3 1.174
23 H -2.59056 -0.07872 -8.51312  C4 1.188
24 H -4.39748 -0.59943 -8.09244  C4 1.193
25 H -0.41200 -1.67801 -7.54198  C6 1.194
26 H 2.66214 -4.01600 -4.11201  C9 1.189
27 H 1.01966 -5.07445 -2.20328  C10 1.189
28 H -3.75800 -3.60595 -3.50821  C13 1.192
29 C 1.73343 -2.14006 1.60189  S30 1.810, H33 1.092, H34 1.093, H35 1.092
30 S 1.17797 -3.67675 0.82443  C29 1.810, O31 1.500, C32 1.809
31 O 1.81414 -3.75104 -0.53169  S30 1.500
32 C -0.53881 -3.15659 0.59204  S30 1.809, H36 1.093, H37 1.092, H38 1.093
33 H 2.80367 -2.22094 1.80522  C29 1.092
34 H 1.55500 -1.29630 0.93085  C29 1.093
35 H 1.19712 -1.99222 2.54189  C29 1.092
36 H -0.57560 -2.24950 -0.01591  C32 1.093
37 H -1.00030 -2.97522 1.56530  C32 1.092
38 H -1.07797 -3.95758 0.08039  C32 1.093
39 C 6.71678 -0.95347 1.27140  S40 1.810, H43 1.092, H44 1.093, H45 1.092
40 S 5.33978 -1.50357 2.30854  C39 1.810, O41 1.500, C42 1.809
41 O 4.67933 -0.27851 2.86739  S40 1.500
42 C 6.36628 -2.21329 3.61793  S40 1.809, H46 1.093, H47 1.092, H48 1.093
43 H 6.30966 -0.43894 0.39801  C39 1.092
44 H 7.35505 -0.26603 1.83186  C39 1.093
45 H 7.29523 -1.81999 0.94333  C39 1.092
46 H 7.02641 -1.44744 4.03202  C42 1.093
47 H 6.95632 -3.03831 3.21259  C42 1.092
48 H 5.71088 -2.59132 4.40636  C42 1.093
49 C 5.38212 -4.03453 -2.32755  S50 1.810, H53 1.092, H54 1.093, H55 1.092
50 S 6.94331 -3.12543 -2.22436  C49 1.810, O51 1.500, C52 1.809
51 O 6.98747 -2.45693 -0.88255  S50 1.500
52 C 6.50475 -1.86524 -3.44563  S50 1.809, H56 1.093, H57 1.092, H58 1.093
53 H 5.41240 -4.85890 -1.61146  C49 1.092
54 H 4.54771 -3.37273 -2.08291  C49 1.093
55 H 5.25978 -4.43606 -3.33596  C49 1.092
56 H 5.60039 -1.33878 -3.13139  C52 1.093
57 H 6.34538 -2.33820 -4.41723  C52 1.092
58 H 7.33029 -1.15336 -3.52163  C52 1.093
59 C 9.94938 -3.53849 6.52215  S60 1.810, H63 1.092, H64 1.093, H65 1.092
60 S 9.39123 -3.00549 4.88545  C59 1.810, O61 1.500, C62 1.809
61 O 8.67039 -4.16080 4.25701  S60 1.500
62 C 11.03956 -2.92509 4.14487  S60 1.809, H66 1.093, H67 1.092, H68 1.093
63 H 9.07241 -3.69154 7.15524  C59 1.092
64 H 10.50504 -4.47583 6.44030  C59 1.093
65 H 10.58191 -2.76415 6.96192  C59 1.092
66 H 11.52726 -3.90054 4.21128  C62 1.093
67 H 11.63622 -2.17098 4.66295  C62 1.092
68 H 10.93471 -2.64340 3.09428  C62 1.093
69 C -2.11473 1.16160 1.99374  S70 1.810, H73 1.092, H74 1.093, H75 1.092
70 S -2.65326 -0.17065 3.09352  C69 1.810, O71 1.500, C72 1.809
71 O -2.00721 -1.43733 2.61662  S70 1.500
72 C -4.37225 -0.19164 2.53091  S70 1.809, H76 1.093, H77 1.092, H78 1.093
73 H -1.04534 1.32560 2.14477  C69 1.092
74 H -2.29486 0.88233 0.95276  C69 1.093
75 H -2.65862 2.07724 2.23639  C69 1.092
76 H -4.41166 -0.38644 1.45654  C72 1.093
77 H -4.84180 0.76859 2.75583  C72 1.092
78 H -4.90184 -0.98591 3.06265  C72 1.093
79 C -5.40231 4.03818 5.64782  S80 1.810, H83 1.092, H84 1.093, H85 1.092
80 S -4.03345 2.85773 5.73286  C79 1.810, O81 1.500, C82 1.809
81 O -4.18045 1.91347 4.57698  S80 1.500
82 C -4.62016 2.00031 7.21357  S80 1.809, H86 1.093, H87 1.092, H88 1.093
83 H -5.26624 4.66447 4.76320  C79 1.092
84 H -6.35220 3.50358 5.57049  C79 1.093
85 H -5.39722 4.66758 6.54052  C79 1.092
86 H -5.61874 1.59287 7.03870  C82 1.093
87 H -4.64088 2.69683 8.05472  C82 1.092
88 H -3.92993 1.18346 7.43808  C82 1.093
89 C -7.10247 6.09482 2.66502  S90 1.810, H93 1.092, H94 1.093, H95 1.092
90 S -5.54128 7.00393 2.76821  C89 1.810, O91 1.500, C92 1.809
91 O -5.49713 7.67242 4.11003  S90 1.500
92 C -5.97985 8.26412 1.54695  S90 1.809, H96 1.093, H97 1.092, H98 1.093
93 H -7.07219 5.27045 3.38112  C89 1.092
94 H -7.93688 6.75662 2.90966  C89 1.093
95 H -7.22482 5.69329 1.65661  C89 1.092
96 H -6.88420 8.79058 1.86119  C92 1.093
97 H -6.13921 7.79115 0.57534  C92 1.092
98 H -5.15431 8.97600 1.47095  C92 1.093
99 C -2.45725 2.40019 -5.01966  S100 1.810, H103 1.092, H104 1.093, H105 1.092
100 S -3.83425 1.85008 -3.98251  C99 1.810, O101 1.500, C102 1.809
101 O -4.49470 3.07515 -3.42366  S100 1.500
102 C -2.80775 1.14037 -2.67312  S100 1.809, H106 1.093, H107 1.092, H108 1.093
103 H -2.86437 2.91472 -5.89305  C99 1.092
104 H -1.81898 3.08763 -4.45919  C99 1.093
105 H -1.87880 1.53367 -5.34772  C99 1.092
106 H -2.14762 1.90622 -2.25904  C102 1.093
107 H -2.21771 0.31535 -3.07847  C102 1.092
108 H -3.46315 0.76234 -1.88470  C102 1.093
109 C -0.76215 5.81605 7.52027  S110 1.810, H113 1.092, H114 1.093, H115 1.092
110 S -1.32030 6.34905 5.88356  C109 1.810, O111 1.500, C112 1.809
111 O -2.04114 5.19373 5.25512  S110 1.500
112 C 0.32803 6.42944 5.14298  S110 1.809, H116 1.093, H117 1.092, H118 1.093
113 H -1.63911 5.66299 8.15336  C109 1.092
114 H -0.20648 4.87870 7.43842  C109 1.093
115 H -0.12961 6.59039 7.96003  C109 1.092
116 H 0.81574 5.45400 5.20940  C112 1.093
117 H 0.92470 7.18356 5.66106  C112 1.092
118 H 0.22318 6.71114 4.09240  C112 1.093

The LUMO energy is -0.0415 Ha. As for the HOMO-LUMO gap: 7.08 eV. The energy relative to the best compared isomer or geometry (same formula, charge and spin) is 1316.16 kJ/mol.